{"formula": "C9H14", "method": "ωB97M-V/def2-TZVPD", "smiles": "Cc1ccccc1.CC", "e_lumo_ev": 0.98, "e_above_lowest_ev": 0.578, "orbital_gap_ev": 10.01, "elements": ["C", "C", "C", "C", "C", "C", "C", "H", "H", "H", "H", "H", "H", "H", "H", "C", "C", "H", "H", "H", "H", "H", "H"], "positions_angstrom": [[0.83, -1.35, -2.17], [-2.68, 0.66, -0.64], [-1.93, 1.14, -1.71], [-2.27, -0.54, -0.09], [-0.83, 0.48, -2.23], [-1.12, -1.19, -0.55], [-0.42, -0.73, -1.65], [-3.44, 1.22, -0.14], [-2.26, 2.06, -2.17], [-2.80, -1.09, 0.68], [-0.18, 0.97, -2.87], [-0.86, -2.14, -0.09], [1.02, -1.17, -3.22], [0.90, -2.42, -2.00], [1.72, -0.96, -1.66], [1.77, -0.07, 2.77], [1.76, 1.36, 2.27], [2.27, -0.73, 2.05], [2.23, -0.21, 3.75], [0.83, -0.55, 3.00], [2.79, 1.66, 2.06], [1.54, 1.96, 3.16], [1.13, 1.62, 1.44]], "mulliken_charge": [-1.478, -0.644, -0.282, -0.340, -0.563, -0.487, 0.929, 0.388, 0.332, 0.340, 0.395, 0.365, 0.383, 0.381, 0.283, -0.890, -0.790, 0.240, 0.332, 0.295, 0.254, 0.269, 0.289]}

***

{"formula": "C9H14", "method": "ωB97M-V/def2-TZVPD", "smiles": "Cc1ccccc1.CC", "e_lumo_ev": 1.01, "e_above_lowest_ev": 1.054, "orbital_gap_ev": 10.02, "elements": ["C", "C", "C", "C", "C", "C", "C", "H", "H", "H", "H", "H", "H", "H", "H", "C", "C", "H", "H", "H", "H", "H", "H"], "positions_angstrom": [[-2.50, -1.82, 0.02], [0.54, 0.33, 0.89], [-0.38, -0.68, 0.65], [0.08, 1.62, 0.62], [-1.75, -0.52, 0.34], [-1.23, 1.83, 0.29], [-2.17, 0.80, 0.19], [1.55, 0.05, 1.07], [-0.20, -1.73, 0.90], [0.80, 2.42, 0.77], [-1.56, 2.84, 0.05], [-3.26, -1.90, 0.77], [-1.85, -2.66, 0.19], [-3.21, 0.94, -0.09], [-2.79, -1.86, -1.03], [3.24, -0.80, -0.52], [2.80, -0.06, -1.78], [3.08, -1.87, -0.66], [4.33, -0.66, -0.40], [3.01, -0.37, 0.43], [3.27, -0.54, -2.64], [1.74, -0.26, -1.99], [2.97, 1.01, -1.68]], "mulliken_charge": [-1.258, -0.953, -0.050, -0.276, 0.357, -0.459, -0.202, 0.452, 0.158, 0.386, 0.350, 0.344, 0.376, 0.380, 0.283, -0.813, -0.789, 0.218, 0.352, 0.297, 0.353, 0.218, 0.276]}

***

{"formula": "C9H14", "method": "ωB97M-V/def2-TZVPD", "smiles": "Cc1ccccc1.CC", "e_lumo_ev": 1.03, "e_above_lowest_ev": 1.018, "orbital_gap_ev": 9.88, "elements": ["C", "C", "H", "H", "H", "H", "H", "H", "C", "C", "C", "C", "C", "C", "C", "H", "H", "H", "H", "H", "H", "H", "H"], "positions_angstrom": [[2.27, 0.36, 1.30], [3.45, 0.14, 2.29], [1.39, -0.38, 1.50], [1.80, 1.35, 1.24], [2.71, 0.22, 0.29], [4.19, 0.89, 2.11], [3.92, -0.85, 2.12], [3.13, 0.19, 3.38], [0.15, -0.56, -2.26], [-0.97, -0.90, -0.03], [-1.00, -0.26, -1.35], [-2.08, -0.62, 0.75], [-2.00, 0.56, -1.81], [-3.07, 0.36, 0.33], [-3.03, 0.94, -0.93], [-0.16, -1.50, 0.18], [-2.32, -1.16, 1.68], [1.07, -0.38, -1.69], [0.23, 0.14, -3.18], [-1.99, 0.99, -2.83], [-3.90, 0.62, 0.97], [-3.91, 1.38, -1.32], [0.14, -1.54, -2.73]], "mulliken_charge": [-0.528, -0.977, 0.114, 0.330, 0.194, 0.323, 0.276, 0.273, -1.172, -0.731, 1.008, -0.499, -0.494, -0.415, -0.528, 0.713, 0.340, 0.172, 0.299, 0.287, 0.363, 0.352, 0.300]}

***

{"formula": "C9H14", "method": "ωB97M-V/def2-TZVPD", "smiles": "Cc1ccccc1.CC", "e_lumo_ev": 1.01, "e_above_lowest_ev": 0.653, "orbital_gap_ev": 9.96, "elements": ["C", "C", "H", "H", "H", "H", "H", "H", "C", "C", "C", "C", "C", "C", "C", "H", "H", "H", "H", "H", "H", "H", "H"], "positions_angstrom": [[-1.51, -3.10, -1.01], [-0.73, -3.28, 0.32], [-0.91, -2.87, -1.89], [-2.10, -4.00, -1.20], [-2.27, -2.32, -0.94], [-0.78, -4.31, 0.65], [-1.14, -2.61, 1.07], [0.33, -3.07, 0.15], [-0.95, 0.18, -0.19], [2.36, 2.03, -0.19], [1.99, 3.22, 0.40], [1.42, 1.03, -0.38], [0.13, 1.20, 0.08], [0.76, 3.29, 1.06], [-0.17, 2.27, 0.94], [3.40, 1.93, -0.48], [2.67, 4.06, 0.53], [1.70, 0.10, -0.87], [0.62, 4.16, 1.69], [-1.94, 0.57, -0.02], [-0.92, -0.84, 0.18], [-1.16, 2.39, 1.35], [-0.81, -0.03, -1.26]], "mulliken_charge": [-0.839, -0.887, 0.281, 0.337, 0.279, 0.336, 0.296, 0.245, -0.962, -0.354, -0.591, -0.403, 0.860, -0.295, -0.653, 0.350, 0.351, 0.370, 0.352, 0.351, -0.115, 0.328, 0.361]}

***

{"formula": "C9H14", "method": "ωB97M-V/def2-TZVPD", "smiles": "Cc1ccccc1.CC", "e_lumo_ev": 1.00, "e_above_lowest_ev": 2.357, "orbital_gap_ev": 10.05, "elements": ["C", "C", "C", "C", "C", "C", "C", "H", "H", "H", "H", "H", "H", "H", "H", "C", "C", "H", "H", "H", "H", "H", "H"], "positions_angstrom": [[-1.31, 1.84, 2.02], [0.82, 0.86, 1.03], [-0.34, 1.67, 0.90], [1.66, 0.67, -0.10], [-0.70, 2.22, -0.41], [1.31, 1.25, -1.26], [0.11, 1.87, -1.54], [1.03, 0.38, 1.90], [2.62, 0.17, -0.20], [-0.84, 1.94, 3.12], [-1.98, 1.07, 2.27], [-1.66, 2.88, -0.60], [1.98, 1.16, -2.21], [0.10, 2.33, -2.45], [-2.03, 2.68, 2.07], [0.34, -3.03, -1.23], [-0.49, -2.79, 0.06], [0.43, -3.98, -1.46], [-0.07, -2.40, -1.96], [1.32, -2.48, -1.05], [-0.70, -1.78, 0.37], [-0.06, -3.51, 0.78], [-1.54, -3.03, -0.04]], "mulliken_charge": [-1.330, -0.590, 0.903, -0.484, -0.327, -0.138, -0.736, 0.512, 0.382, 0.268, 0.335, 0.223, 0.191, 0.447, 0.338, -0.866, -0.712, 0.437, 0.287, 0.155, 0.143, 0.253, 0.309]}

***

{"formula": "C9H14", "method": "ωB97M-V/def2-TZVPD", "smiles": "Cc1ccccc1.CC", "e_lumo_ev": 0.99, "e_above_lowest_ev": 2.015, "orbital_gap_ev": 9.78, "elements": ["C", "C", "C", "C", "C", "C", "C", "H", "H", "H", "H", "H", "H", "H", "H", "C", "C", "H", "H", "H", "H", "H", "H"], "positions_angstrom": [[-0.59, 0.35, -2.77], [-1.07, -1.25, -1.01], [-0.21, -0.28, -1.50], [-0.75, -1.71, 0.24], [1.02, 0.05, -0.92], [0.46, -1.37, 0.82], [1.35, -0.46, 0.31], [-2.01, -1.31, -1.41], [-1.39, -2.13, 0.92], [-1.62, 0.52, -3.11], [-0.18, -0.29, -3.52], [1.72, 0.88, -1.40], [0.69, -1.77, 1.84], [2.27, -0.17, 0.94], [-0.13, 1.31, -2.93], [-0.77, 1.93, 1.77], [0.68, 1.54, 2.44], [-1.09, 1.17, 1.04], [-1.54, 2.18, 2.37], [-0.39, 2.73, 1.10], [0.87, 2.02, 3.33], [0.56, 0.51, 2.84], [1.50, 1.57, 1.68]], "mulliken_charge": [-1.746, -0.549, 1.275, -0.561, -0.262, -0.541, -0.704, 0.425, 0.382, 0.383, 0.371, 0.154, 0.361, 0.614, 0.351, -0.789, -0.720, 0.093, 0.493, 0.213, 0.474, 0.114, 0.170]}

***

{"formula": "C9H14", "method": "ωB97M-V/def2-TZVPD", "smiles": "Cc1ccccc1.CC", "e_lumo_ev": 0.96, "e_above_lowest_ev": 1.663, "orbital_gap_ev": 10.03, "elements": ["C", "C", "C", "C", "C", "C", "C", "H", "H", "H", "H", "H", "H", "H", "H", "C", "C", "H", "H", "H", "H", "H", "H"], "positions_angstrom": [[1.76, 1.79, -1.39], [0.16, 1.46, 0.49], [0.41, 1.47, -0.83], [-1.06, 0.96, 1.09], [-0.53, 0.84, -1.70], [-2.07, 0.60, 0.26], [-1.79, 0.58, -1.12], [0.97, 1.72, 1.09], [-1.09, 0.81, 2.13], [2.48, 1.04, -0.98], [2.17, 2.78, -0.94], [-0.42, 0.72, -2.80], [-3.08, 0.44, 0.55], [-2.39, -0.11, -1.63], [1.96, 1.88, -2.41], [1.39, -2.72, 1.89], [0.60, -3.44, 0.83], [0.88, -1.92, 2.52], [1.99, -3.38, 2.55], [2.18, -2.23, 1.36], [0.85, -4.44, 0.56], [0.72, -3.02, -0.19], [-0.40, -3.51, 1.08]], "mulliken_charge": [-1.379, -0.338, 0.831, -0.584, -0.526, -0.463, -0.585, 0.437, 0.504, 0.250, 0.301, 0.329, 0.451, 0.359, 0.412, -0.705, -0.926, 0.212, 0.307, 0.218, 0.376, 0.223, 0.294]}

***

{"formula": "C9H14", "method": "ωB97M-V/def2-TZVPD", "smiles": "Cc1ccccc1.CC", "e_lumo_ev": 1.00, "e_above_lowest_ev": 0.337, "orbital_gap_ev": 10.07, "elements": ["C", "C", "H", "H", "H", "H", "H", "H", "C", "C", "C", "C", "C", "C", "C", "H", "H", "H", "H", "H", "H", "H", "H"], "positions_angstrom": [[3.26, -0.61, -1.96], [1.76, -0.50, -1.78], [3.55, -1.55, -2.42], [3.69, 0.19, -2.57], [3.83, -0.60, -1.03], [1.38, 0.42, -2.25], [1.19, -1.26, -2.32], [1.42, -0.43, -0.75], [-0.25, 2.16, 1.52], [-2.43, -1.43, 0.59], [-2.64, -0.24, -0.10], [-1.40, -1.49, 1.50], [-1.94, 0.90, 0.24], [-0.66, -0.35, 1.79], [-0.97, 0.88, 1.23], [-3.05, -2.28, 0.34], [-3.41, -0.19, -0.87], [-1.21, -2.46, 1.95], [-2.13, 1.80, -0.34], [0.23, -0.49, 2.40], [-0.97, 2.93, 1.81], [0.28, 2.53, 0.65], [0.46, 2.06, 2.35]], "mulliken_charge": [-0.900, -0.607, 0.258, 0.257, 0.320, 0.280, 0.333, 0.064, -1.454, -0.457, -0.477, -0.520, -0.349, -0.287, 0.723, 0.371, 0.374, 0.361, 0.354, 0.320, 0.357, 0.301, 0.375]}

***

{"formula": "C9H14", "method": "ωB97M-V/def2-TZVPD", "smiles": "Cc1ccccc1.CC", "e_lumo_ev": 0.90, "e_above_lowest_ev": 2.537, "orbital_gap_ev": 9.53, "elements": ["C", "C", "C", "C", "C", "C", "C", "H", "H", "H", "H", "H", "H", "H", "H", "C", "C", "H", "H", "H", "H", "H", "H"], "positions_angstrom": [[1.96, -0.46, 0.53], [-0.34, -0.52, 1.77], [0.76, 0.17, 0.98], [-1.44, 0.17, 2.17], [0.66, 1.53, 0.73], [-1.58, 1.47, 1.50], [-0.49, 2.24, 1.07], [-0.26, -1.55, 2.09], [-2.40, -0.10, 2.64], [1.89, -1.57, 0.62], [2.81, -0.45, 1.33], [1.38, 2.13, 0.16], [-2.46, 2.07, 1.85], [-0.57, 3.23, 0.62], [2.17, -0.20, -0.61], [0.38, -2.36, -3.09], [-0.40, -1.13, -3.69], [0.78, -2.97, -3.91], [1.25, -2.05, -2.63], [-0.23, -2.75, -2.35], [-0.30, -0.44, -2.85], [-1.41, -1.30, -4.15], [0.21, -0.73, -4.58]], "mulliken_charge": [-1.229, -0.493, 0.885, -0.411, -0.325, -0.459, -0.398, 0.323, 0.325, 0.346, 0.273, 0.288, 0.288, 0.339, 0.246, -0.871, -0.676, 0.317, 0.249, 0.304, 0.169, 0.292, 0.217]}

***

{"formula": "C9H14", "method": "ωB97M-V/def2-TZVPD", "smiles": "Cc1ccccc1.CC", "e_lumo_ev": 1.05, "e_above_lowest_ev": 0.291, "orbital_gap_ev": 10.15, "elements": ["C", "C", "C", "C", "C", "C", "C", "H", "H", "H", "H", "H", "H", "H", "H", "C", "C", "H", "H", "H", "H", "H", "H"], "positions_angstrom": [[-2.52, 2.32, 1.40], [0.68, 0.43, -0.79], [-0.05, 1.47, -1.35], [0.38, 0.07, 0.51], [-1.05, 2.09, -0.61], [-0.67, 0.61, 1.22], [-1.41, 1.65, 0.64], [1.46, -0.01, -1.39], [0.11, 1.77, -2.38], [0.94, -0.78, 0.88], [-1.61, 2.91, -1.05], [-0.90, 0.22, 2.20], [-3.50, 2.02, 1.01], [-2.41, 3.40, 1.49], [-2.47, 2.04, 2.46], [1.77, -3.43, -1.22], [2.21, -3.62, 0.23], [0.68, -3.46, -1.25], [2.02, -2.45, -1.61], [2.18, -4.24, -1.83], [3.27, -3.88, 0.33], [2.10, -2.73, 0.84], [1.63, -4.41, 0.70]], "mulliken_charge": [-1.332, -0.401, -0.428, -0.106, -0.468, -0.563, 0.731, 0.393, 0.377, 0.101, 0.358, 0.336, 0.275, 0.350, 0.356, -0.671, -0.787, 0.270, 0.133, 0.315, 0.303, 0.220, 0.239]}

***

| no. | HOMO (Ha) |
| --- | --- |
| 1 | -0.33180 |
| 2 | -0.33137 |
| 3 | -0.32503 |
| 4 | -0.32877 |
| 5 | -0.33277 |
| 6 | -0.32281 |
| 7 | -0.33347 |
| 8 | -0.33342 |
| 9 | -0.31711 |
| 10 | -0.33471 |